{"formula": "C31H83F3N7O12S", "method": "the ωB97M-V functional and the def2-TZVPD basis", "elements": ["H", "C", "C", "H", "H", "F", "H", "H", "C", "H", "H", "H", "H", "S", "H", "O", "C", "H", "N", "C", "H", "N", "H", "C", "C", "H", "H", "H", "H", "H", "F", "C", "C", "O", "H", "C", "C", "H", "H", "H", "H", "H", "H", "H", "C", "H", "H", "O", "H", "C", "H", "C", "H", "H", "H", "H", "H", "H", "O", "H", "H", "N", "C", "H", "C", "H", "H", "H", "O", "H", "H", "H", "C", "H", "H", "O", "C", "C", "H", "N", "O", "O", "H", "H", "H", "H", "H", "H", "H", "H", "N", "H", "H", "H", "H", "H", "O", "C", "O", "H", "H", "H", "F", "H", "N", "N", "H", "C", "H", "C", "H", "C", "H", "H", "C", "C", "H", "H", "H", "H", "C", "H", "H", "H", "C", "H", "O", "H", "H", "C", "C", "O", "H", "H", "H", "C", "C"], "xyz": [[3.1413, 1.9348, 0.4757], [2.7289, 1.3713, 4.8580], [2.5384, -2.5763, -0.0945], [6.4810, -1.2040, 3.9533], [1.9275, 5.1310, 1.7151], [-0.3192, 2.1960, -3.0436], [7.2223, 0.5036, 3.8873], [-1.6642, -0.1794, -7.2289], [4.3275, -3.8125, -2.9904], [-0.2350, 0.2454, -6.3016], [-3.3845, -0.2383, 2.0153], [-3.8144, 3.0963, 0.4917], [-1.5479, 6.5233, 0.5885], [-1.0274, 0.5151, -0.9901], [-5.5308, -2.9566, 2.2073], [1.6392, 2.2081, -7.1903], [5.1900, -2.7007, -2.3100], [6.2732, -3.5948, -1.0264], [0.6578, 4.3141, -0.5755], [-3.9941, -1.0069, 1.5401], [5.5220, -1.9937, -3.0703], [7.7991, -0.0286, 1.5523], [-8.5002, -3.3238, 1.2214], [0.8431, 5.0969, 1.6101], [-4.6503, 2.4278, 0.6977], [1.7506, 0.7963, -8.4732], [-0.1169, -0.8674, -7.6997], [0.5809, 4.0840, 1.9158], [1.1460, 4.2685, -7.4671], [-3.2448, -5.5919, -0.2305], [1.0184, 0.5324, -2.6064], [-6.0737, -2.0976, 1.8131], [-0.3462, 1.1900, -8.2374], [0.3482, -5.0153, 1.3525], [7.0363, -2.4849, -1.8415], [1.0989, 3.4341, -6.7674], [-0.5971, 0.0287, -7.3067], [3.3454, 0.5381, 4.5204], [1.5669, 3.5693, -5.7923], [1.5859, 4.0338, -0.2922], [-9.4805, -2.8994, 2.6460], [-1.2859, -6.2716, 1.0922], [-0.0830, 3.7112, -0.2471], [-8.1920, -0.5969, 0.8436], [6.4311, -0.1693, 2.0589], [-1.0976, -0.1486, 2.1838], [2.4400, -1.8711, 0.7308], [4.1067, 0.3491, 1.4848], [4.0473, -4.6437, -2.3433], [-0.0630, 0.6294, 3.7800], [-1.6956, 2.1348, 3.5435], [-0.5808, -5.6739, 0.5146], [8.2972, -0.8109, 1.9523], [-5.5470, 3.8591, 1.9277], [5.5733, 0.2834, 4.0015], [-3.5868, -2.0153, 1.4667], [4.1138, -1.2050, -1.3417], [3.0716, 2.0654, 2.0625], [-0.5038, 1.5326, -0.1139], [-0.0635, 6.4602, 4.4682], [0.8035, 6.3722, -0.1303], [-8.2167, -0.7628, 1.8396], [-1.0670, 1.6871, 4.3133], [0.6274, 1.1311, 3.1019], [6.4487, -0.1894, 3.5563], [7.7254, -0.5252, 0.6760], [-1.8138, 0.3652, -9.3094], [0.2387, -3.3512, -0.5172], [-5.2758, -0.9826, 2.1084], [-6.3013, 3.8194, 0.3134], [1.4221, -0.7581, 4.6946], [-7.9693, -3.8940, 2.7525], [5.3915, 0.9258, 1.5023], [3.3877, -3.4059, -3.3639], [1.9604, -2.2437, -0.9567], [-6.8526, 2.2787, 1.6410], [0.3220, 5.4656, 0.2364], [0.4417, 5.7156, 3.8530], [-1.0379, -2.8202, -1.1534], [-0.5270, -3.6886, -1.0829], [3.7980, -3.0750, -0.2959], [1.4638, 1.0420, 5.6519], [5.4796, 1.8115, 2.1315], [-3.6361, -0.7431, 0.5450], [-0.1053, -6.2799, -0.2567], [-1.7636, 1.2814, 5.0470], [-3.3564, -4.3189, -1.3658], [-0.4886, 0.4826, -10.2085], [2.1116, -3.4474, 0.4027], [-1.3956, 5.8088, -0.9412], [6.4543, -3.2995, -1.9752], [0.8725, -6.8182, 2.1963], [-0.4991, 2.4240, 4.8812], [-2.4802, -5.7958, -1.7304], [0.0200, -0.2772, 5.7270], [5.4540, -1.8103, -0.3620], [-2.4744, 0.7074, -1.0875], [2.9630, 1.2724, 1.3227], [-0.6759, -0.8857, -0.6522], [-7.3977, -1.6498, 3.4855], [1.9377, 0.9024, 1.3160], [-0.0271, -1.1475, 2.7876], [-0.7753, 0.1694, -3.6465], [-4.1534, 0.9705, -0.5080], [-1.0392, 0.9776, -9.5215], [-0.7301, -0.4775, 3.0652], [-0.9934, 2.0096, -7.9253], [-0.2515, 0.8649, -2.6877], [6.1493, -1.0515, 1.4842], [-7.4917, -1.8920, 2.4270], [0.0264, 4.7615, 4.1775], [-1.3457, -4.5476, -0.2290], [1.8394, -5.4070, 2.7513], [-6.1269, -2.1966, 0.7289], [0.7360, 0.0428, 4.9700], [4.6175, -2.1071, -0.9946], [4.8690, -4.2908, -3.8066], [-7.1335, 1.6689, 0.9548], [-1.7635, -3.8942, 0.5369], [2.5723, 2.0394, 4.0112], [-5.9177, 3.2117, 1.1330], [2.0962, -6.2083, 1.1963], [-4.2992, 1.7816, 1.5022], [5.6517, 1.1865, 0.4764], [1.1295, 1.6820, -8.3399], [-1.7974, 4.7594, 0.4853], [0.3041, 6.0898, 2.4764], [0.0623, 3.2915, -6.4621], [3.4551, 1.8427, 5.5202], [1.3375, -5.8764, 1.9052], [-2.6498, -5.0431, -0.9605], [-4.9360, 1.5070, -0.3622], [1.4872, 5.7529, 4.1587], [-9.2032, -0.8400, 2.0419], [1.3672, 2.2606, -9.2326], [-1.2134, 5.6012, 0.1132], [-8.4664, -3.0492, 2.2757]], "atomic_forces_ev_per_a": [[-0.2, -0.6, -1.0], [-0.8, 0.2, 1.6], [-1.9, -1.2, 2.1], [0.5, 0.2, 0.2], [0.5, 0.1, -0.5], [-0.1, -1.3, 0.6], [0.6, -0.5, 0.1], [-0.1, 0.1, 0.0], [-0.3, 0.6, 0.2], [0.1, -0.2, 0.0], [0.1, -0.7, 1.1], [0.0, 0.3, -0.5], [-0.1, -0.2, 0.4], [-1.9, -1.1, 1.4], [-0.4, -0.6, 0.2], [0.5, 0.8, 0.7], [-0.5, -1.7, -0.4], [0.7, -0.9, 0.3], [-0.2, 0.8, -0.9], [1.5, -0.1, -0.1], [-1.0, 0.7, 0.0], [0.5, 0.0, -0.7], [-0.3, 0.1, -0.2], [-0.8, 1.7, 0.8], [-0.3, -0.8, -0.2], [0.0, -0.4, -0.2], [0.2, -0.1, 0.1], [-0.6, -0.1, 0.0], [0.5, 0.0, -0.1], [-0.1, 0.0, 0.3], [1.2, 0.0, 0.1], [-0.5, 0.6, 0.1], [-1.0, 1.3, -0.4], [0.7, -0.3, 0.3], [0.8, -0.1, 0.1], [-0.7, -0.7, 1.5], [0.6, 0.0, 0.3], [-0.9, -0.8, -0.2], [0.4, 0.8, -0.3], [-0.1, -0.8, -0.1], [0.3, 0.2, 0.2], [0.0, -0.2, 0.1], [0.7, -1.5, -0.5], [0.7, -0.5, -0.2], [-1.6, 0.7, -1.6], [-0.2, 0.2, -0.2], [0.5, 0.9, -0.2], [-1.8, -0.1, 0.4], [0.2, 0.3, 0.5], [-0.6, -0.3, 0.2], [0.3, 0.1, -0.2], [-0.5, 1.5, -1.2], [0.6, 0.1, 1.3], [-0.5, 0.1, 0.2], [-0.5, -0.3, -0.3], [0.4, -0.4, 1.4], [-0.8, 0.1, 0.8], [-0.3, -0.3, 0.8], [1.4, 0.1, 0.1], [-0.1, 0.2, -0.2], [0.0, 0.1, 0.1], [0.0, 1.5, -0.1], [0.4, -0.6, 0.2], [0.2, 0.3, 0.0], [-0.9, 0.2, 0.4], [0.1, 0.9, -1.3], [-0.2, 0.0, -0.2], [0.4, -0.3, 0.1], [-0.2, 0.9, -0.5], [-0.1, 0.0, -0.1], [-0.2, -0.3, -0.2], [-0.5, -0.5, 0.3], [1.1, -0.8, 0.0], [0.0, 0.1, -0.1], [0.3, -0.1, -0.2], [-0.4, 0.9, 0.5], [-0.3, -0.8, 0.0], [0.1, 1.1, 0.0], [-0.3, 0.2, -0.5], [0.1, -0.7, 0.0], [2.6, 1.8, -1.6], [3.3, 0.7, -1.8], [-0.3, 0.3, 0.1], [-2.1, 0.6, -1.3], [0.4, -0.3, 0.1], [0.0, -0.5, 0.0], [0.6, 0.6, 0.0], [0.3, -0.2, -0.1], [-1.1, -0.1, -0.5], [-0.2, -0.6, -0.1], [1.1, -0.5, 0.6], [-0.2, -0.1, 0.6], [0.0, 0.3, -0.3], [0.4, 0.2, -0.3], [-0.1, -0.5, -0.2], [0.0, 0.1, 0.1], [0.7, -0.5, -1.2], [2.4, 1.4, 0.1], [0.2, 1.9, -0.9], [0.4, 0.0, 0.1], [0.6, -0.8, -0.1], [0.2, -0.3, 0.0], [-1.0, -0.8, -1.1], [0.4, 0.0, -0.2], [0.6, -0.2, -0.7], [0.1, 0.3, 0.5], [0.6, 0.4, 0.9], [-0.2, 1.6, 1.2], [-1.3, -0.6, 1.2], [-0.9, 0.6, -0.7], [-0.1, -0.4, -0.7], [-1.7, 0.4, 0.0], [-0.3, 0.1, -0.1], [-0.3, -0.2, -0.3], [-0.8, 0.8, 0.0], [-0.5, -0.3, -1.5], [0.2, 0.4, -0.1], [0.3, -0.1, -0.1], [0.0, -0.1, 0.7], [-0.5, -0.1, 0.2], [1.6, -1.7, -0.5], [0.2, 0.4, -0.5], [-0.2, 0.4, 0.7], [0.3, 0.2, -0.2], [-0.6, -2.2, -1.1], [0.2, -0.1, -0.1], [-0.2, -1.0, 1.8], [-0.4, 0.1, -0.4], [-0.6, 0.5, 0.5], [-0.5, -0.4, -0.3], [0.6, -1.1, 0.6], [-1.0, 1.2, 0.1], [0.3, -0.2, -0.1], [0.0, 0.0, 0.3], [-0.6, 0.6, -0.1], [0.8, 1.6, 0.1], [1.9, -1.5, -0.2]], "mulliken_charge": [0.53, -0.61, -0.46, 0.36, 0.38, -0.24, 0.43, 0.42, -1.46, 0.18, 0.11, -0.02, 0.40, 0.92, 0.40, -0.30, 0.51, 0.32, -0.55, -0.23, 0.44, -0.84, 0.35, -0.20, 0.59, 0.31, 0.31, -0.05, 0.30, 0.40, -0.21, -0.78, 0.82, -0.15, 0.28, -0.70, -1.26, 0.25, 0.29, 0.27, 0.42, 0.40, 0.09, 0.24, 1.29, -0.01, 0.30, -0.07, 0.21, 2.15, 0.32, -0.96, 0.28, 0.36, 0.14, 0.03, 0.33, 0.32, -0.48, 0.30, 0.30, -0.53, -1.76, -0.89, -1.40, 0.33, 0.26, 0.12, -0.30, 0.29, 0.40, 0.36, -1.05, 0.33, 0.39, -0.50, 0.37, -0.57, 0.34, -0.72, -0.46, -0.43, 0.46, 0.26, 0.45, 0.43, 0.36, 0.22, 0.01, 0.40, -0.84, 0.37, 0.38, 0.34, 0.38, -0.36, -0.98, -0.95, -0.29, 0.14, 0.18, 0.22, -0.19, 0.52, -0.76, -0.59, 0.06, 0.32, -0.28, 0.53, 0.11, 1.01, 0.23, 0.33, -0.87, -0.02, 0.45, 0.26, -0.13, 0.05, -0.71, 0.30, 0.01, 0.32, -0.80, 0.16, -0.36, 0.27, 0.44, -0.90, -1.51, -0.58, 0.31, 0.19, 0.37, -1.32, -1.50], "total_charge": -1, "de_lowest_kj_mol": 463.6}